[1]
The following is a DFT calculation (the ωB97M-V functional and the def2-TZVPD basis) of an isolated molecule of C6H8N4.

Its SMILES is [H]/N=C/C=N/C=C\N=N\C=C. The calculation puts the HOMO-LUMO gap (spin up / spin down) at 6.587 / 6.835 eV. The LUMO energy (spin up / spin down) is -1.086 / -0.829 eV. The calculation puts the HOMO energy (spin up / spin down) at -7.7 / -7.7 eV. Its energy above the lowest of the compared OMol25 structures with the same formula, charge and spin is 123.4 kcal per mole.

Each line ends with the natural charge from an NBO analysis.
Cartesian coordinates (Å):
N  -3.69  -0.17  0.11  -0.58
N  1.63  -0.34  0.41  -0.15
N  2.19  0.69  0.04  -0.17
N  -0.40  1.06  -0.08  -0.36
C  1.72  1.87  0.00  -0.03
C  1.92  -1.50  -0.24  -0.06
C  0.30  2.11  -0.10  -0.01
C  -2.41  -0.21  0.02  0.05
C  -1.64  0.94  0.26  0.01
C  1.36  -2.61  0.22  -0.34
H  2.34  2.71  -0.19  0.20
H  0.91  -2.50  1.15  0.21
H  -3.98  -1.05  -0.16  0.33
H  2.47  -1.23  -1.21  0.19
H  1.37  -3.54  -0.26  0.20
H  -1.88  -1.15  -0.34  0.17
H  -0.04  3.10  -0.31  0.19
H  -2.17  1.83  0.67  0.17

---

[2]
The following is a DFT calculation (the ωB97M-V functional and the def2-TZVPD basis) of a 2-piece molecular cluster, C6H8NO2 overall.

The calculation puts the HOMO-LUMO gap at 8.679 eV. The LUMO energy is -4.858 eV. The calculation puts the HOMO energy at -13.5 eV. Its energy above the lowest of the compared OMol25 structures with the same formula, charge and spin is 11.2 kcal per mole. Its charge is +1.

Each line ends with the natural charge from an NBO analysis.
Cartesian coordinates (Å):
O  -1.75  1.21  -3.74  -0.43
O  -1.38  -0.02  -0.51  -0.39
N  0.54  -1.54  0.91  -0.93
C  0.25  1.05  0.75  -0.33
C  -2.02  0.64  -2.72  0.38
C  0.57  1.78  -0.32  -0.09
C  -0.06  1.70  -1.57  -0.25
C  -1.10  0.78  -1.53  0.28
C  -0.69  0.03  0.65  0.35
H  -2.91  0.09  -2.52  0.15
H  0.69  1.19  1.71  0.25
H  0.33  2.13  -2.43  0.28
H  -1.25  -0.32  1.49  0.22
H  1.36  2.48  -0.08  0.25
H  1.31  -1.31  0.22  0.44
H  -0.08  -2.30  1.04  0.43
H  0.92  -1.26  1.83  0.40

---

> What is the energy above the lowest of the compared OMol25 structures with the same formula, charge and spin in the second record?

11.2 kcal per mole

---

> energy above the lowest of the compared OMol25 structures with the same formula, charge and spin of number 1 (C6H8N4)?

123.4 kcal per mole

---

Please write out number 2 again, unchanged.
The following is a DFT calculation (the ωB97M-V functional and the def2-TZVPD basis) of a 2-piece molecular cluster, C6H8NO2 overall.

The calculation puts the HOMO-LUMO gap at 8.679 eV. The LUMO energy is -4.858 eV. The calculation puts the HOMO energy at -13.5 eV. Its energy above the lowest of the compared OMol25 structures with the same formula, charge and spin is 11.2 kcal per mole. Its charge is +1.

Each line ends with the natural charge from an NBO analysis.
Cartesian coordinates (Å):
O  -1.75  1.21  -3.74  -0.43
O  -1.38  -0.02  -0.51  -0.39
N  0.54  -1.54  0.91  -0.93
C  0.25  1.05  0.75  -0.33
C  -2.02  0.64  -2.72  0.38
C  0.57  1.78  -0.32  -0.09
C  -0.06  1.70  -1.57  -0.25
C  -1.10  0.78  -1.53  0.28
C  -0.69  0.03  0.65  0.35
H  -2.91  0.09  -2.52  0.15
H  0.69  1.19  1.71  0.25
H  0.33  2.13  -2.43  0.28
H  -1.25  -0.32  1.49  0.22
H  1.36  2.48  -0.08  0.25
H  1.31  -1.31  0.22  0.44
H  -0.08  -2.30  1.04  0.43
H  0.92  -1.26  1.83  0.40

---

> Among the records above, which one has the lowest energy above the lowest of the compared OMol25 structures with the same formula, charge and spin?

C6H8NO2